Molecular formula: C35H24F3IrN4O7SSb
Method: DFT, the ωB97M-V functional and the def2-TZVPD basis

Each line ends with the Mulliken charge.
CARTESIAN COORDINATES (ANGSTROEM)
1 Ir -1.263 -0.161 1.199  1.945
2 Sb 1.363 -1.151 -1.031  2.185
3 S 0.312 -2.280 1.823  0.749
4 F 6.277 2.548 0.060  -0.327
5 F 2.557 -7.006 0.692  -0.334
6 F 1.535 -1.450 -7.230  -0.319
7 O 0.816 -2.869 3.053  -0.630
8 O 0.811 -0.808 1.654  -0.892
9 O -1.508 0.442 3.318  -0.529
10 O -7.362 2.782 -1.035  -0.583
11 O -1.202 -2.185 1.778  -0.702
12 O -0.394 -0.601 -0.851  -1.222
13 O -6.470 3.166 -2.957  -0.567
14 N -0.677 1.034 4.137  0.299
15 N -3.364 0.361 1.207  -0.091
16 N -1.327 1.736 0.259  -0.026
17 N -6.415 2.826 -1.795  0.976
18 C -5.676 -0.002 1.531  -1.019
19 C 0.797 2.300 6.084  -0.111
20 C 0.780 0.916 5.992  -0.839
21 C 1.486 -1.428 -5.893  0.195
22 C 3.735 0.660 -1.654  -0.669
23 C 0.388 -0.856 -5.276  -0.433
24 C -2.522 1.922 -0.340  -0.454
25 C -0.247 2.244 -0.325  -0.555
26 C 0.942 -4.170 -0.836  -0.628
27 C 4.844 1.465 -1.448  -0.726
28 C 2.487 -1.927 -3.789  -0.412
29 C -5.097 2.461 -1.269  -0.285
30 C 3.407 0.477 0.727  -0.402
31 C -5.992 0.915 0.558  -0.498
32 C 5.211 1.769 -0.149  0.209
33 C 2.536 -1.971 -5.172  -0.641
34 C 1.407 -1.330 -3.148  -0.321
35 C -3.644 1.279 0.258  1.179
36 C 1.189 -5.469 -0.449  -0.577
37 C -0.306 2.912 -1.548  -0.855
38 C -2.693 2.699 -1.493  0.566
39 C -0.603 2.380 4.154  -0.075
40 C -4.018 2.937 -1.946  -0.824
41 C 0.122 3.038 5.119  -0.912
42 C 0.358 -0.800 -3.892  -0.439
43 C 1.797 -3.145 -0.413  0.179
44 C 3.012 0.166 -0.571  0.329
45 C -4.958 1.580 -0.140  0.532
46 C 4.507 1.291 0.943  -0.651
47 C -1.524 3.167 -2.128  -0.832
48 C 2.984 -3.452 0.253  -0.401
49 C 0.048 0.301 5.001  -0.018
50 C 2.321 -5.740 0.310  0.307
51 C 3.231 -4.756 0.646  -0.587
52 C -4.338 -0.268 1.829  -0.107
53 H -6.458 -0.506 2.080  0.428
54 H 5.425 1.856 -2.272  0.485
55 H -0.476 -0.336 -3.380  0.390
56 H 0.071 -3.929 -1.434  0.470
57 H 1.326 0.308 6.698  0.435
58 H -7.020 1.144 0.335  0.558
59 H 0.001 -0.771 4.865  0.512
60 H -0.419 -0.462 -5.877  0.458
61 H 4.822 1.552 1.944  0.491
62 H 3.437 0.420 -2.667  0.404
63 H 2.852 0.089 1.568  0.587
64 H 0.689 2.112 0.204  0.828
65 H 1.326 2.798 6.883  0.421
66 H 0.614 3.252 -2.002  0.515
67 H 3.370 -2.416 -5.696  0.465
68 H 3.302 -2.348 -3.212  0.497
69 H 3.689 -2.666 0.493  0.394
70 H 0.139 4.117 5.122  0.425
71 H -4.198 3.522 -2.838  0.559
72 H 0.532 -6.279 -0.731  0.452
73 H 4.122 -5.017 1.199  0.454
74 H -1.602 3.717 -3.056  0.517
75 H -1.167 2.876 3.378  0.522
76 H -4.040 -0.980 2.588  0.574

Output
- E_tot (Ha) = -3135.80412
- F_max (eV Å⁻¹) = 5.9
- ΔE to the lowest compared entry with this formula, charge and spin (kcal per mole) = 49.8
- HOMO (eV) = -9.4
- charge = +1
- Kohn-Sham gap (eV) = 5.252

Molecular formula: C5H6N2
Method: DFT, the ωB97M-V functional and the def2-TZVPD basis

Each line ends with the natural charge from an NBO analysis.
CARTESIAN COORDINATES (ANGSTROEM)
1 N 1.521 -1.694 0.826  -0.634
2 N -1.485 0.431 0.889  -0.295
3 C 1.210 0.761 0.340  -0.420
4 C 0.354 0.812 -0.912  -0.427
5 C 1.468 -0.469 0.707  0.426
6 C -1.387 -0.701 0.359  0.024
7 C -1.064 0.357 -0.574  -0.130
8 H -1.834 0.664 -1.282  0.187
9 H -1.609 -1.726 0.633  0.208
10 H 0.618 -2.021 1.186  0.362
11 H 0.310 1.828 -1.316  0.223
12 H 1.371 1.625 0.972  0.254
13 H 0.790 0.178 -1.694  0.223

Output
- E_tot (Ha) = -303.49855
- SMILES string = N=C=CC[C@H]1C=N1
- F_max (eV Å⁻¹) = 0.6
- ΔE to the lowest compared entry with this formula, charge and spin (kcal per mole) = 86.3
- HOMO (eV) = -9.0
- Kohn-Sham gap (eV) = 10.016

Molecular formula: C2H4ClOPS2
Method: DFT, the ωB97M-V functional and the def2-TZVPD basis

Each line ends with the natural charge from an NBO analysis.
CARTESIAN COORDINATES (ANGSTROEM)
1 Cl 1.022 -0.215 -2.740  -0.269
2 S 2.875 1.894 -0.944  -0.370
3 S -1.216 -2.182 1.018  0.134
4 P 1.564 0.498 -0.847  1.027
5 O 0.038 1.145 -0.304  -0.739
6 C -0.991 0.293 0.046  -0.051
7 C -0.377 -0.704 1.118  -0.652
8 H -0.299 -0.556 2.198  0.267
9 H -1.378 -0.306 -0.739  0.197
10 H 0.616 -0.811 0.689  0.229
11 H -1.856 0.942 0.505  0.227

Output
- E_tot (Ha) = -1751.66615
- F_max (eV Å⁻¹) = 3.1
- ΔE to the lowest compared entry with this formula, charge and spin (kcal per mole) = 100.1
- HOMO (alpha / beta) (eV) = -8.2 / -8.3
- Kohn-Sham gap (alpha / beta) (eV) = 4.250 / 4.312

Molecular formula: C6H13F2O5P
Method: DFT, the ωB97M-V functional and the def2-TZVPD basis

Each line ends with the natural charge from an NBO analysis.
CARTESIAN COORDINATES (ANGSTROEM)
1 P -0.093 0.281 0.924  2.271
2 F 2.412 0.918 1.444  -0.363
3 F 1.950 -1.235 1.471  -0.332
4 O 0.072 1.846 0.528  -0.798
5 O 2.030 0.896 -1.612  -0.719
6 O -0.688 -0.500 -0.387  -0.831
7 O -0.820 0.078 2.174  -1.078
8 O 2.023 -1.329 -1.497  -0.695
9 C -1.046 2.672 0.777  -0.074
10 C 1.721 -0.113 0.837  0.260
11 C -0.344 -2.917 -0.250  -0.621
12 C -2.220 2.157 -0.036  -0.643
13 C -1.342 -1.759 -0.198  -0.071
14 C 2.472 -0.240 -0.983  0.438
15 H -2.466 1.286 0.509  0.217
16 H 0.145 -2.769 -1.229  0.184
17 H 2.576 1.664 -1.438  0.494
18 H -0.418 3.615 0.704  0.209
19 H -2.981 2.840 0.236  0.222
20 H -1.917 -1.725 0.751  0.210
21 H -0.799 -3.871 -0.226  0.223
22 H 0.345 -2.956 0.488  0.222
23 H -1.864 1.995 -1.037  0.225
24 H -1.392 2.478 1.782  0.186
25 H 1.078 -1.321 -1.830  0.511
26 H 3.629 -0.170 -0.746  0.164
27 H -2.063 -1.821 -1.154  0.188

Output
- E_tot (Ha) = -1153.67765
- F_max (eV Å⁻¹) = 6.2
- ΔE to the lowest compared entry with this formula, charge and spin (kcal per mole) = 0.0
- HOMO (eV) = -8.9
- Kohn-Sham gap (eV) = 9.561

Molecular formula: C4H7NO
Method: DFT, the ωB97M-V functional and the def2-TZVPD basis

Each line ends with the natural charge from an NBO analysis.
CARTESIAN COORDINATES (ANGSTROEM)
1 O 2.861 1.037 0.872  -0.662
2 N -0.331 -0.579 0.185  -0.445
3 C -1.663 -0.006 -0.074  -0.217
4 C -0.703 -0.191 -1.188  -0.218
5 C 1.918 0.431 0.362  0.290
6 C 0.714 0.112 0.985  -0.468
7 H 0.105 -1.389 0.671  0.513
8 H -0.870 -0.984 -1.909  0.227
9 H 0.334 0.503 1.914  0.211
10 H 2.001 0.059 -0.700  0.068
11 H -1.782 1.000 0.326  0.234
12 H -2.525 -0.660 0.010  0.225
13 H -0.173 0.686 -1.554  0.241

Output
- E_tot (Ha) = -286.44809
- SMILES string = [O-]/C=C/[NH+]1CC1
- F_max (eV Å⁻¹) = 2.3
- ΔE to the lowest compared entry with this formula, charge and spin (kcal per mole) = 115.2
- HOMO (eV) = -7.3
- Kohn-Sham gap (eV) = 7.760

Molecular formula: C3H5Cl2N
Method: DFT, the ωB97M-V functional and the def2-TZVPD basis

Each line ends with the natural charge from an NBO analysis.
CARTESIAN COORDINATES (ANGSTROEM)
1 Cl -2.172 1.187 0.610  0.017
2 Cl -2.150 -1.501 -0.397  0.092
3 N 1.568 -0.329 0.666  -0.728
4 C -0.682 0.555 -1.386  -0.456
5 C -1.589 0.077 -0.572  -0.090
6 C 0.788 -0.770 1.575  -0.079
7 H 1.446 -0.614 -0.299  0.367
8 H 1.186 -0.240 2.628  0.085
9 H -0.435 1.534 -1.347  0.219
10 H 2.338 0.243 0.706  0.359
11 H -0.300 -0.142 -2.184  0.214

Output
- E_tot (Ha) = -1092.31369
- F_max (eV Å⁻¹) = 4.8
- ΔE to the lowest compared entry with this formula, charge and spin (kcal per mole) = 74.8
- HOMO (eV) = -8.4
- Kohn-Sham gap (eV) = 9.159

Molecular formula: C2H8N3S2
Method: DFT, the ωB97M-V functional and the def2-TZVPD basis

Each line ends with the natural charge from an NBO analysis.
CARTESIAN COORDINATES (ANGSTROEM)
1 S 3.391 -1.311 0.284  -0.334
2 S -3.193 -0.270 0.626  -0.033
3 N -0.058 2.604 -0.221  -0.710
4 N -0.782 0.414 -0.347  -0.554
5 N -1.236 -1.860 -0.196  -0.779
6 C -1.688 -0.582 0.067  0.213
7 C -0.918 1.667 -0.071  0.396
8 H 3.622 -1.821 1.478  0.162
9 H 0.921 2.640 -0.658  0.463
10 H -1.895 -2.581 -0.015  0.429
11 H -0.271 -2.251 -0.454  0.432
12 H -0.402 3.616 0.109  0.461
13 H 0.095 0.089 -0.689  0.418
14 H -1.874 1.731 0.433  0.262
15 H 4.288 -2.084 -0.347  0.174

Output
- E_tot (Ha) = -1041.38898
- F_max (eV Å⁻¹) = 5.1
- ΔE to the lowest compared entry with this formula, charge and spin (kcal per mole) = 17.7
- HOMO (eV) = -13.0
- charge = +1
- Kohn-Sham gap (eV) = 8.751

Molecular formula: C9H5N2O4P
Method: DFT, the ωB97M-V functional and the def2-TZVPD basis

Each line ends with the natural charge from an NBO analysis.
CARTESIAN COORDINATES (ANGSTROEM)
1 P 2.897 0.298 0.850  2.295
2 O 3.561 -1.037 1.074  -1.216
3 O 3.747 1.517 0.629  -1.211
4 O 1.731 0.492 1.798  -1.233
5 O 3.066 0.066 -1.904  -0.563
6 N -0.104 1.464 -0.898  -0.363
7 N 0.779 -2.026 -0.520  -0.455
8 C -1.412 -1.789 0.475  -0.313
9 C -2.345 0.497 0.357  -0.151
10 C 2.398 -0.136 -0.976  0.312
11 C -2.280 1.831 -0.071  -0.294
12 C -0.288 -2.524 0.121  0.062
13 C -0.158 0.181 -0.437  0.154
14 C 0.878 -0.712 -0.848  0.144
15 C -1.096 2.279 -0.649  0.013
16 C -1.274 -0.384 0.227  -0.065
17 H -0.426 -3.633 0.351  0.153
18 H -3.075 2.564 -0.039  0.192
19 H -3.346 -0.017 0.744  0.177
20 H -2.348 -2.137 0.761  0.185
21 H -0.902 3.206 -1.045  0.176

Output
- E_tot (Ha) = -1097.80466
- SMILES string = O=C(c1nccc2cccnc12)P(=O)([O-])[O-]
- F_max (eV Å⁻¹) = 4.5
- HOMO (eV) = 0.2
- charge = -2
- Kohn-Sham gap (eV) = 5.035

Question: F_max of number 2 (C5H6N2)?
Answer: 0.6 eV Å⁻¹

Question: What is the F_max in the sixth record?
Answer: 4.8 eV Å⁻¹

Question: The highest E_tot belongs to which entry?
Answer: C4H7NO

Question: What is the formula in the fifth record?
Answer: C4H7NO